This record from the Open Molecules 2025 dataset describes a structure of composition C7H7CrN2O6 at a distorted geometry. The level of theory is ωB97M-V/def2-TZVPD.

Results
- HOMO energy (alpha / beta): -16.60 / -16.60 eV
- Frontier orbital gap (alpha / beta): 7.23 / 4.95 eV
- Max |F|: 8.2 eV/A
- 2S+1: 4
- Energy relative to the best compared isomer or geometry (same formula, charge and spin): 0.0 kJ/mol
- Total charge: +2

Last column: Löwdin charge in e.
CARTESIAN COORDINATES (ANGSTROEM)
H: -1.37917 -2.06033 0.96806  0.085
O: -0.24997 -0.19623 0.41540  -0.103
O: -0.23560 3.13043 0.78161  0.267
C: 1.75867 0.73877 -1.32270  -0.014
C: -0.95640 -2.34241 1.93940  -0.037
O: -3.08462 0.39510 -1.15873  0.287
H: -0.59816 -3.37322 1.88407  0.105
N: 1.53528 0.32369 1.81649  0.196
O: 2.88975 0.46570 -1.31882  0.274
H: 1.97715 0.13349 2.71905  0.141
C: -0.16187 2.39556 -0.11414  0.004
C: -0.16014 -0.80776 -2.20615  -0.103
N: 0.12325 -1.45870 2.26449  0.051
H: 1.80418 1.14721 1.29828  0.087
H: -0.11043 0.26121 -3.11767  0.150
Cr: -0.10973 1.10704 -1.60746  0.295
C: 0.43347 -0.42240 1.44297  -0.511
C: -1.98483 0.73263 -1.29860  -0.002
C: -0.11533 2.46064 -3.07670  0.025
H: 0.67546 -1.61417 3.09439  0.162
H: -1.74280 -2.28452 2.69624  0.106
O: -0.17019 -1.97504 -2.16847  0.284
O: -0.13795 3.24332 -3.93101  0.253


This record from the Open Molecules 2025 dataset describes a structure of composition C7H7CuO6 at a distorted geometry. The level of theory is ωB97M-V/def2-TZVPD.

Results
- HOMO energy (alpha / beta): -12.38 / -12.76 eV
- Frontier orbital gap (alpha / beta): 6.15 / 6.50 eV
- Max |F|: 4.3 eV/A
- 2S+1: 2
- Energy relative to the best compared isomer or geometry (same formula, charge and spin): 423.6 kJ/mol
- Total charge: +1

Last column: Löwdin charge in e.
CARTESIAN COORDINATES (ANGSTROEM)
H: -1.08848 2.06385 2.25493  0.133
C: 1.69090 -1.91474 -1.44226  -0.368
C: 3.24755 -0.14770 -2.92543  0.064
H: -2.03365 0.91377 1.29288  0.106
C: -1.52513 -2.13310 1.50831  -0.085
C: -1.55773 2.74234 0.25876  -0.053
H: -0.76556 3.48831 0.21788  0.092
O: -0.60229 -1.49025 -2.08817  0.142
H: -2.47879 3.25193 0.52798  0.094
H: -1.68775 2.33231 -0.74054  0.090
O: -2.22431 -3.05618 1.40360  0.215
H: 0.69684 1.19181 1.46362  0.137
C: -1.24115 1.66046 1.25358  -0.243
O: 3.41165 -2.52381 0.38566  0.268
O: -0.02830 0.95281 0.84849  -0.135
O: 2.57325 0.68632 -2.50924  0.041
C: 2.82644 -2.25252 -0.58068  0.061
O: 2.00323 -2.09659 -2.65508  -0.005
C: 0.22740 -1.46292 -1.21626  -0.227
H: -1.28516 -1.12474 2.06662  0.118
Cu: -0.15895 -1.08136 0.67534  0.554


This record from the Open Molecules 2025 dataset describes a cluster of 2 separate species, C7H7F3N2O2S in total at a distorted geometry. The level of theory is ωB97M-V/def2-TZVPD.

Results
- HOMO energy (alpha / beta): -9.23 / -9.23 eV
- Frontier orbital gap (alpha / beta): 6.94 / 6.94 eV
- Max |F|: 4.1 eV/A
- Energy relative to the best compared isomer or geometry (same formula, charge and spin): 386.4 kJ/mol

Last column: Löwdin charge in e.
CARTESIAN COORDINATES (ANGSTROEM)
H: -0.19838 1.42402 -1.81487  0.157
F: -3.62613 -0.34561 1.09885  0.155
F: -4.25120 0.15020 -0.88724  0.231
C: -3.48939 -0.60077 -0.19837  -0.322
S: 0.20358 -0.83235 1.78344  0.887
O: 0.14695 2.29238 -1.39930  0.120
H: -1.50264 0.63577 2.44555  0.053
C: 0.78274 -1.34488 -0.89565  -0.149
N: -3.14100 2.64037 0.20122  0.211
N: -1.11113 0.11280 -0.40508  0.057
H: 0.28778 1.47157 2.24050  0.104
H: -1.02124 -2.03162 0.00390  0.134
H: 1.19659 -2.36446 -0.67086  0.088
C: -0.37150 -1.03552 -0.01134  -0.664
H: 1.72098 -0.85118 -0.73960  0.063
C: 0.06407 2.34626 -0.08030  -0.477
C: -0.59450 0.82236 1.94884  -0.355
C: -0.98026 1.19289 0.51335  -0.459
F: -3.52520 -2.00393 -0.47038  0.078
O: 0.46074 3.22655 0.60878  0.154
H: 0.51910 -1.52736 -1.96951  0.098
C: -2.14284 2.10953 0.40821  -0.167


This record from the Open Molecules 2025 dataset describes a cluster of 2 separate species, C7H7F5N2O in total at a distorted geometry. The level of theory is ωB97M-V/def2-TZVPD.

Results
- HOMO energy (alpha / beta): -6.56 / -9.18 eV
- Frontier orbital gap (alpha / beta): 5.33 / 9.15 eV
- Max |F|: 1.8 eV/A
- Energy relative to the best compared isomer or geometry (same formula, charge and spin): 77.3 kJ/mol

Last column: Löwdin charge in e.
CARTESIAN COORDINATES (ANGSTROEM)
N: -1.86629 0.38881 -0.57552  -0.131
C: -2.28657 -1.71486 -0.11858  -0.049
H: -2.30426 -2.78181 -0.10161  0.093
H: 3.83727 0.31586 1.18918  0.138
F: 1.64077 1.60263 1.40693  0.057
C: 3.40853 -0.51745 0.62545  -0.109
F: 4.40536 -1.07583 -0.12035  -0.002
H: -0.83504 -1.11151 -1.69501  0.120
F: 1.73338 -0.98970 -1.00735  0.087
F: 0.53037 -0.29502 1.34010  0.049
C: 2.26923 0.01356 -0.25374  -0.483
H: -3.71966 -1.09071 1.49450  0.104
N: -2.77100 0.41273 0.43593  0.079
H: -0.68725 1.62615 -1.82748  0.137
F: 2.74054 0.91810 -1.15052  0.101
C: 1.14717 0.65385 0.55134  -0.198
C: -3.02714 -0.83923 0.71607  -0.133
C: -1.55636 -0.90115 -0.93474  -0.055
H: -2.43340 2.44228 0.25212  0.119
H: 3.01154 -1.28824 1.29295  0.140
C: -1.40307 1.56103 -1.02823  -0.152
O: -1.83411 2.67050 -0.49143  0.088


This record from the Open Molecules 2025 dataset describes a cluster of 2 separate species, C7H7FN2 in total at a distorted geometry. The level of theory is ωB97M-V/def2-TZVPD.

Results
- HOMO energy (alpha / beta): -8.84 / -8.84 eV
- Frontier orbital gap (alpha / beta): 8.19 / 8.19 eV
- Max |F|: 2.9 eV/A
- Energy relative to the best compared isomer or geometry (same formula, charge and spin): 212.7 kJ/mol

Last column: Löwdin charge in e.
CARTESIAN COORDINATES (ANGSTROEM)
H: -0.99711 -1.40231 0.75927  0.106
N: 1.23479 -2.19371 -0.22879  0.002
H: -0.42140 3.12026 -1.11879  0.106
C: -1.80292 0.57899 0.62024  -0.085
H: 1.92852 -3.91588 0.52629  0.070
C: 0.35457 1.14045 -1.02741  -0.012
H: -2.36636 2.62170 0.31948  0.102
H: 1.20976 1.35040 -1.64843  0.107
C: -0.87914 -0.41066 0.34871  -0.023
C: 2.17635 -2.95847 0.10328  0.045
C: -1.64683 1.85098 0.09412  -0.087
C: 0.20361 -0.13626 -0.49261  -0.227
C: -0.55998 2.12740 -0.72025  -0.073
N: 1.06469 -1.15181 -0.84277  0.080
H: -2.64956 0.35391 1.25290  0.105
H: 3.21288 -2.67022 -0.01359  0.085
F: 2.68019 -0.36423 -1.30052  -0.300


This record from the Open Molecules 2025 dataset describes a structure of composition C7H7MnO6 at a distorted geometry. The level of theory is ωB97M-V/def2-TZVPD.

Results
- HOMO energy (alpha / beta): -18.19 / -18.33 eV
- Frontier orbital gap (alpha / beta): 9.89 / 4.70 eV
- Max |F|: 12.7 eV/A
- 2S+1: 5
- Total charge: +2

Last column: Löwdin charge in e.
CARTESIAN COORDINATES (ANGSTROEM)
C: 0.35512 -1.11251 -3.67374  -0.038
H: -2.14500 2.35577 2.80738  0.152
O: 3.77267 -0.35042 1.11858  0.079
Mn: 0.60887 -0.86243 -1.89935  0.257
H: -0.05572 1.92770 1.62145  0.162
C: -0.77524 1.11081 1.55620  -0.232
O: -0.25088 -0.11492 1.49238  0.200
H: 0.72404 -0.07938 1.75370  0.192
C: -1.70578 1.29597 2.78346  0.045
O: 0.74426 2.18836 -1.61655  0.173
H: -2.59259 0.57676 2.76848  0.135
C: 0.61743 0.97551 -1.64937  -0.050
O: 0.58773 -1.29700 -4.81344  0.261
C: -1.18178 -0.76218 -1.67651  -0.097
H: 2.20420 -1.00486 -2.01376  0.058
C: 3.11112 -0.55789 0.17825  0.058
H: -1.39328 1.28414 0.69184  0.154
H: -1.16480 1.14866 3.77355  0.137
O: 0.48912 -3.56988 -0.52106  0.210
C: 0.45513 -2.48225 -1.02189  -0.051
O: -2.40462 -0.66994 -1.65959  0.195


This record from the Open Molecules 2025 dataset describes a structure of composition C7H7N2O6Pr at a distorted geometry. The level of theory is ωB97M-V/def2-TZVPD.

Results
- HOMO energy (alpha / beta): -14.58 / -15.44 eV
- Frontier orbital gap (alpha / beta): 5.75 / 6.84 eV
- Max |F|: 6.5 eV/A
- 2S+1: 3
- Total charge: +2

Last column: Löwdin charge in e.
CARTESIAN COORDINATES (ANGSTROEM)
C: 2.53935 -0.00052 -1.95793  -0.053
H: 2.55533 1.10599 3.28533  0.081
O: 0.83899 -0.21467 2.16125  -0.244
C: 0.72766 -0.72640 3.34145  -0.470
C: 2.53089 0.67475 4.30291  -0.009
O: 3.34676 -0.11756 -2.78254  0.188
N: 1.48028 -0.35106 4.37759  0.071
O: 0.78228 0.01881 -4.26158  0.145
H: -0.81842 -1.98510 2.81128  0.132
H: -1.74186 -0.05260 -1.36280  0.095
Pr: 0.96616 0.38221 0.06577  1.133
C: 0.30624 0.10254 -3.22641  0.055
H: 3.51812 0.24627 4.53478  0.107
O: -0.53454 -2.93909 -0.53179  0.178
O: -0.62909 3.69531 -0.91103  0.200
H: 1.29446 -0.85585 5.24220  0.173
H: -0.27986 -2.09465 4.48056  0.142
H: 2.33930 1.48110 5.02693  0.108
N: -0.20442 -1.68737 3.55477  0.231
C: -0.02446 -1.90095 -0.45119  -0.105
C: -0.23440 2.62372 -0.77459  0.041
O: -2.64647 -0.19208 0.42459  0.082
C: -1.63251 -0.23279 -0.22064  -0.281


This record from the Open Molecules 2025 dataset describes the molecule C7H7N3 at a distorted geometry. The level of theory is ωB97M-V/def2-TZVPD.

Results
- HOMO energy: -7.90 eV
- Frontier orbital gap: 8.67 eV
- Max |F|: 4.5 eV/A
- Structure (SMILES): Nc1ccc2[nH]ncc2c1
- Energy relative to the best compared isomer or geometry (same formula, charge and spin): 89.0 kJ/mol

Last column: Löwdin charge in e.
CARTESIAN COORDINATES (ANGSTROEM)
N: 3.14616 -0.39812 0.04460  0.049
H: -3.15879 -1.42330 -0.47073  0.059
C: -1.58386 -0.13102 -0.04873  -0.311
C: -1.19817 1.24581 0.09675  -0.050
H: 2.45747 -2.33556 0.09593  0.101
N: -2.95217 -0.53289 -0.08380  0.050
C: 0.06673 1.64451 -0.11154  -0.021
N: 2.46890 0.78390 -0.05560  -0.010
C: 1.16554 0.70787 -0.06336  -0.207
C: 2.14267 -1.30229 0.08736  -0.129
H: -1.98878 1.94925 0.35963  0.114
H: 3.11580 1.52951 -0.31463  0.166
C: -0.57221 -1.11980 -0.05854  0.039
H: 0.30656 2.64023 0.00029  0.079
C: 0.88517 -0.72820 -0.05164  -0.131
H: -3.55576 -0.33473 0.73587  0.099
H: -0.74524 -2.19519 -0.16183  0.101


This record from the Open Molecules 2025 dataset describes a cluster of 2 separate species, C7H7N3O2S in total at a distorted geometry. The level of theory is ωB97M-V/def2-TZVPD.

Results
- HOMO energy: -9.09 eV
- Frontier orbital gap: 9.06 eV
- Max |F|: 1.4 eV/A
- Structure (SMILES): [O-]/[N+](O)=N\c1ccccc1.N=C=S
- Energy relative to the best compared isomer or geometry (same formula, charge and spin): 264.4 kJ/mol

Last column: Löwdin charge in e.
CARTESIAN COORDINATES (ANGSTROEM)
C: -0.90128 0.51560 -1.33837  -0.059
H: -2.52393 1.86391 -1.63492  0.105
C: -2.08540 1.12639 -0.98006  -0.080
C: -0.94306 -0.74928 0.71874  -0.020
O: 2.75447 -2.07079 -0.94224  0.092
N: 1.70045 -1.53488 -0.21682  -0.360
H: 2.58220 -1.93174 -1.88713  0.125
H: -3.64652 1.26378 0.47435  0.102
H: -0.40262 0.76016 -2.26193  0.108
N: 0.84994 -1.01110 -0.94606  0.148
H: -0.50379 -1.48063 1.37965  0.105
N: 2.64723 0.93438 1.60007  0.150
C: -2.14521 -0.15269 1.04849  -0.076
O: 1.80111 -1.63953 0.98495  0.024
S: 1.71600 2.60265 -0.35752  0.715
C: -0.31842 -0.42108 -0.48239  -0.273
C: -2.71470 0.78977 0.20935  -0.081
C: 2.16978 1.57110 0.71165  -0.892
H: 2.59603 -0.00210 1.95264  0.063
H: -2.63226 -0.43391 1.96756  0.104


This record from the Open Molecules 2025 dataset describes the molecule C7H7NO at a distorted geometry. The level of theory is ωB97M-V/def2-TZVPD.

Results
- HOMO energy: -8.02 eV
- Frontier orbital gap: 9.00 eV
- Max |F|: 2.9 eV/A
- Structure (SMILES): C1=Cc2cccn2OC1
- Energy relative to the best compared isomer or geometry (same formula, charge and spin): 200.7 kJ/mol

Last column: Löwdin charge in e.
CARTESIAN COORDINATES (ANGSTROEM)
H: 3.01315 1.04572 -0.13356  0.112
H: -3.52951 -0.14338 0.12663  0.099
H: 1.78582 -0.95356 1.30045  0.132
H: -2.11565 2.04359 -0.02320  0.107
C: 2.01908 0.60744 -0.04198  -0.089
C: -1.66703 -1.21888 -0.04661  -0.038
C: -0.38832 0.67277 -0.10164  -0.199
O: 0.75274 -1.44765 -0.42914  -0.022
C: -1.70880 1.03986 -0.02237  -0.060
H: 0.96789 2.40530 -0.28906  0.114
H: 2.78193 -1.40593 -0.09258  0.132
C: 1.87505 -0.85743 0.20558  -0.179
C: 0.94532 1.31838 -0.23746  -0.028
C: -2.45904 -0.11897 0.00038  -0.130
N: -0.38404 -0.70104 -0.16200  -0.075
H: -1.88859 -2.28623 -0.05342  0.125


This record from the Open Molecules 2025 dataset describes the molecule C7H7NO at a distorted geometry. The level of theory is ωB97M-V/def2-TZVPD.

Results
- HOMO energy: -9.51 eV
- Frontier orbital gap: 9.40 eV
- Max |F|: 4.1 eV/A
- Structure (SMILES): C[C@@H]1C=CC(=O)[C@H]1C#N
- Energy relative to the best compared isomer or geometry (same formula, charge and spin): 131.7 kJ/mol

Last column: Löwdin charge in e.
CARTESIAN COORDINATES (ANGSTROEM)
C: 1.92146 -0.10269 0.03964  -0.249
H: 1.95893 -2.31103 -0.27488  0.108
H: -2.10699 1.09277 0.64844  0.115
H: -0.38051 -2.36969 -0.68792  0.096
C: 0.35513 0.91122 0.02587  -0.157
C: 1.36200 -1.44270 -0.13541  -0.017
C: 0.07419 -1.47489 -0.45574  0.008
O: 2.99854 0.33270 0.26213  0.135
H: -2.71464 -0.66691 0.45203  0.087
C: 0.46701 2.20355 -0.53981  -0.215
H: -1.37534 -0.25593 1.65360  0.106
C: -0.70218 -0.15150 -0.37885  -0.333
C: -1.81672 -0.02637 0.62893  -0.065
H: -0.91323 -0.01261 -1.36426  0.111
N: 0.56037 3.27148 -0.96173  0.152
H: 0.31197 1.00261 1.08795  0.118


This record from the Open Molecules 2025 dataset describes a structure of composition C7H7NO2 at a distorted geometry. The level of theory is ωB97M-V/def2-TZVPD.

Results
- HOMO energy: -8.59 eV
- Frontier orbital gap: 8.00 eV
- Max |F|: 4.4 eV/A
- Energy relative to the best compared isomer or geometry (same formula, charge and spin): 379.5 kJ/mol

Last column: Löwdin charge in e.
CARTESIAN COORDINATES (ANGSTROEM)
H: -2.72260 1.40651 0.34298  0.142
H: 0.32723 -1.62688 2.82392  0.052
H: 2.11913 -1.28228 -1.22303  0.053
C: -0.61816 1.72246 0.50905  0.050
C: 0.63542 1.14457 -0.14765  -0.371
H: 1.19168 -0.45526 -2.26043  0.044
O: 1.52321 1.80212 -0.63350  0.116
C: 0.52215 -0.30709 -0.30565  -0.315
H: -0.50604 2.58732 1.04923  0.100
C: 0.25526 -0.96453 2.00220  -0.027
C: -1.43294 -0.07690 -0.71623  -0.236
O: -1.96779 -0.65975 -1.55278  0.193
C: 1.12178 -1.13113 -1.49208  -0.011
N: 0.40613 -1.20117 0.77097  0.010
H: 0.56810 -2.15550 -1.59577  0.132
C: -1.68883 1.06922 0.08473  -0.020
H: 0.26626 0.12829 2.34403  0.088


This record from the Open Molecules 2025 dataset describes the molecule C7H7NO2S at a distorted geometry. The level of theory is ωB97M-V/def2-TZVPD.

Results
- HOMO energy (alpha / beta): -9.13 / -8.69 eV
- Frontier orbital gap (alpha / beta): 8.11 / 6.92 eV
- Max |F|: 4.2 eV/A
- Energy relative to the best compared isomer or geometry (same formula, charge and spin): 551.6 kJ/mol

Last column: Löwdin charge in e.
CARTESIAN COORDINATES (ANGSTROEM)
H: 0.78910 2.88682 0.15177  0.153
C: 1.93030 -0.48640 -0.17783  -0.102
H: -1.55803 -3.00455 1.07609  0.146
O: -1.63929 0.12567 -1.45495  -0.334
C: -1.34376 -2.04848 0.52010  -0.230
N: -2.28726 -1.16352 0.71728  -0.042
O: -3.16759 1.13308 0.22959  -0.326
C: 1.72554 0.81825 0.06684  -0.069
S: -1.95817 0.35622 -0.03721  0.650
C: 0.47609 1.78272 -0.14941  -0.222
C: -0.48275 1.09025 0.66384  -0.170
H: 1.44272 -2.14222 -1.32923  0.123
H: 0.21487 1.81139 -1.28149  0.145
H: -0.42081 1.37560 1.73814  0.118
C: -0.25352 -1.73697 -0.17281  0.025
H: 2.57782 1.46850 0.20477  0.093
H: 2.98339 -0.78052 -0.16580  0.113
C: 0.97135 -1.48588 -0.59970  -0.072